Record 1
Below is a molecular structure, C34H31P2ReS2Se, with properties calculated with the ωB97M-V functional and the def2-TZVPD basis.

Computed properties:
* expectation value of S²: 3.821
* maximum force: 0.0147 hartree/bohr
* gap between HOMO and LUMO (alpha / beta): 0.230 / 0.243 Ha
* multiplicity: 4
* charge: +1
* total energy: -143481.2021 eV
* HOMO (alpha / beta): -10.7 / -10.9 eV

Structure (XYZ):
```
71
Properties=species:S:1:pos:R:3:mulliken_spin:R:1
Re 0.528 1.349 0.013 2.9871
S 2.769 0.505 0.385 0.0536
P 1.887 -0.107 2.128 -0.0085
C 0.280 0.423 1.780 -0.1731
P -1.037 1.342 2.415 -0.0031
S -1.678 2.145 0.643 0.0585
C -2.263 0.347 3.261 0.0076
C -1.927 -0.919 3.730 0.0016
C -2.865 -1.659 4.435 -0.0001
C -4.132 -1.138 4.662 0.0006
C -4.466 0.126 4.189 0.0003
C -3.532 0.873 3.490 0.0072
C -0.524 2.647 3.539 -0.0263
C -0.051 3.846 3.008 0.0692
C 0.439 4.825 3.857 0.0029
C 0.462 4.607 5.228 0.0009
C -0.015 3.414 5.756 0.0002
C -0.514 2.430 4.915 -0.0012
C 2.606 0.676 3.577 0.0040
C 3.284 1.886 3.468 0.0020
C 3.729 2.527 4.614 0.0021
C 3.495 1.965 5.861 -0.0003
C 2.814 0.758 5.970 -0.0002
C 2.365 0.112 4.830 0.0018
C 1.990 -1.882 2.354 0.0091
C 0.923 -2.699 1.993 0.0153
C 1.035 -4.074 2.136 0.0027
C 2.210 -4.627 2.628 0.0005
C 3.279 -3.810 2.975 0.0000
C 3.173 -2.435 2.841 -0.0007
H -0.940 -1.326 3.549 0.0057
H -2.607 -2.643 4.803 -0.0001
H -4.865 -1.717 5.207 0.0000
H -5.455 0.527 4.364 0.0000
H -3.790 1.860 3.120 0.0016
H -0.105 4.026 1.940 -0.0192
H 0.789 5.763 3.444 0.0002
H 0.842 5.376 5.889 0.0002
H -0.011 3.251 6.825 -0.0002
H -0.897 1.506 5.332 -0.0001
H 3.471 2.316 2.491 -0.0068
H 4.265 3.463 4.530 0.0001
H 3.850 2.464 6.753 0.0000
H 2.638 0.318 6.943 -0.0001
H 1.844 -0.835 4.914 0.0014
H 0.018 -2.264 1.587 0.0102
H 0.207 -4.712 1.858 0.0001
H 2.296 -5.700 2.738 0.0001
H 4.196 -4.244 3.350 -0.0002
H 4.005 -1.797 3.118 -0.0015
C -1.794 8.032 0.972 0.0006
C -1.053 6.859 0.392 -0.0035
C 0.268 6.599 0.732 0.0065
C 0.964 5.519 0.202 -0.0255
C 2.390 5.277 0.623 0.0011
C 0.297 4.675 -0.697 0.0714
Se 1.309 3.169 -1.389 -0.0803
C -1.025 4.916 -1.076 0.0180
C -1.777 4.079 -2.078 -0.0064
C -1.674 6.009 -0.512 0.0053
H -1.194 8.552 1.717 -0.0001
H -2.722 7.710 1.446 -0.0004
H -2.059 8.749 0.193 -0.0005
H 0.778 7.262 1.424 -0.0008
H 2.722 6.051 1.314 0.0002
H 3.063 5.276 -0.236 -0.0021
H 2.503 4.307 1.117 0.0041
H -1.324 3.103 -2.237 0.0073
H -1.799 4.587 -3.044 -0.0009
H -2.811 3.937 -1.761 0.0008
H -2.704 6.200 -0.795 0.0000
```



Record 2
Below is a molecular structure, C34H32BMnN8OS3Se, with properties calculated with the ωB97M-V functional and the def2-TZVPD basis.

Computed properties:
* expectation value of S²: 6.337
* maximum force: 0.0319 hartree/bohr
* gap between HOMO and LUMO (alpha / beta): 0.213 / 0.276 Ha
* multiplicity: 5
* charge: +2
* total energy: -179585.2903 eV
* HOMO (alpha / beta): -13.5 / -13.6 eV

Structure (XYZ):
```
81
Properties=species:S:1:pos:R:3:mulliken_spin:R:1
Mn 0.731 -0.455 -0.354 4.3335
Se 6.479 4.293 1.713 -0.0005
N 5.202 3.521 2.682 -0.0002
C 4.476 2.872 1.803 -0.0006
C 3.354 2.045 2.159 -0.0096
C 2.908 1.830 3.469 0.0056
C 1.800 1.014 3.688 0.0044
C 1.169 0.399 2.632 0.0164
N 1.584 0.589 1.369 -0.0240
C 2.654 1.387 1.143 -0.0002
C 3.085 1.449 -0.268 -0.0412
N 2.380 0.770 -1.169 0.0881
C 2.810 0.725 -2.437 0.0149
C 3.956 1.394 -2.833 0.0029
C 4.714 2.103 -1.920 0.0065
C 4.251 2.165 -0.625 -0.0116
C 4.900 2.925 0.424 -0.0007
N 5.955 3.661 0.156 -0.0002
H 3.376 2.336 4.295 -0.0003
H 1.426 0.824 4.686 -0.0002
H 0.303 -0.214 2.784 -0.0001
H 2.210 0.131 -3.132 -0.0090
H 4.264 1.306 -3.870 -0.0005
H 5.623 2.654 -2.190 -0.0005
C 4.165 -1.440 1.463 0.0094
N 4.056 -1.922 0.110 0.0082
C 5.129 -2.060 -0.732 -0.0089
C 4.643 -2.621 -1.860 -0.0014
N 3.320 -2.855 -1.713 0.0004
B 2.428 -3.277 -3.009 0.0067
N 1.028 -3.722 -2.550 -0.0185
C 0.688 -5.011 -2.211 -0.0122
C -0.598 -5.005 -1.767 -0.0269
N -1.032 -3.697 -1.824 -0.0126
C -2.362 -3.200 -1.468 0.0041
C -0.018 -2.949 -2.274 0.0266
S -0.076 -1.234 -2.380 -0.2578
C 2.958 -2.423 -0.495 0.0189
S 1.439 -2.581 0.310 -0.1236
H 4.383 -0.384 1.471 -0.0025
H 5.006 -1.946 1.943 0.0001
H 3.246 -1.660 2.004 -0.0031
H 6.103 -1.687 -0.463 -0.0004
H 5.140 -2.862 -2.748 -0.0003
H 2.947 -4.216 -3.544 0.0001
H 2.306 -2.291 -3.724 -0.0022
H 1.378 -5.829 -2.339 -0.0009
H -1.210 -5.787 -1.359 -0.0018
H -3.007 -4.029 -1.181 0.0002
H -2.759 -2.683 -2.334 -0.0010
H -2.359 -2.515 -0.612 0.0036
O -1.007 0.337 0.130 -0.0305
S -1.879 1.562 -0.184 0.0166
C -2.453 2.064 1.423 0.0035
C -3.239 1.047 2.189 0.0004
C -4.519 1.357 2.652 -0.0001
C -5.262 0.418 3.359 0.0002
C -4.734 -0.818 3.666 -0.0001
C -3.457 -1.131 3.222 -0.0004
C -2.724 -0.213 2.487 0.0091
C -3.267 0.771 -0.999 0.0060
C -4.407 1.708 -1.233 -0.0040
C -4.255 2.831 -2.080 0.0004
C -5.325 3.684 -2.284 0.0000
C -6.499 3.460 -1.594 0.0002
C -6.643 2.412 -0.689 0.0001
C -5.583 1.541 -0.508 0.0001
H -3.005 2.992 1.289 -0.0001
H -1.497 2.289 1.939 -0.0002
H -4.969 2.315 2.442 0.0000
H -6.256 0.682 3.714 0.0000
H -5.328 -1.508 4.289 0.0000
H -3.035 -2.142 3.409 -0.0002
H -1.749 -0.474 2.063 0.0187
H -3.535 -0.098 -0.364 -0.0019
H -2.820 0.420 -1.942 0.0048
H -3.340 2.946 -2.637 0.0003
H -5.256 4.491 -3.010 0.0000
H -7.309 4.157 -1.773 0.0000
H -7.545 2.348 -0.103 0.0000
H -5.655 0.713 0.208 -0.0001
```



Record 3
Below is 2 unconnected molecules or ions with the total composition C34H32BNO4, with properties calculated with the ωB97M-V functional and the def2-TZVPD basis.

Computed properties:
* maximum force: 0.0557 hartree/bohr
* gap between HOMO and LUMO: 0.134 Ha
* energy relative to the best compared isomer or geometry (same formula, charge and spin): 117.2 kcal/mol
* total energy: -46129.3814 eV
* HOMO: -6.2 eV

Structure (XYZ):
```
72
Properties=species:S:1:pos:R:3:lowdin_charge:R:1
C 6.467 1.369 0.736 -0.0355
C 5.140 1.934 0.888 -0.3467
C 4.679 3.173 1.242 -0.0331
C 3.247 3.105 1.226 -0.0213
C 2.892 1.824 0.874 -0.1444
B 1.478 1.011 0.805 -0.5329
C 0.428 1.972 1.464 -0.1542
C -0.235 2.001 2.663 -0.0424
C -1.019 3.207 2.702 -0.0393
C -0.789 3.853 1.507 -0.3497
C -1.202 5.134 0.963 -0.0344
O 0.066 3.098 0.750 0.0479
C 1.225 1.036 -0.749 -0.1208
C 2.044 1.119 -1.845 -0.0120
C 1.238 1.382 -2.990 -0.0203
C -0.055 1.432 -2.546 -0.3519
C -1.310 1.632 -3.235 -0.0342
O -0.071 1.208 -1.199 0.0143
C 1.986 -0.301 1.506 -0.1536
C 2.129 -1.586 1.049 -0.0479
C 3.037 -2.265 1.929 -0.0367
C 3.379 -1.356 2.906 -0.3390
C 4.338 -1.393 3.997 -0.0320
O 2.700 -0.178 2.686 0.0540
O 4.062 1.114 0.678 0.0396
H 7.211 2.094 1.083 0.0854
H 6.572 0.457 1.332 0.0785
H 6.686 1.139 -0.312 0.0816
H 5.278 4.039 1.502 0.0981
H 2.574 3.922 1.470 0.1054
H -0.155 1.239 3.437 0.1082
H -1.664 3.557 3.505 0.0991
H -2.058 5.501 1.545 0.0851
H -0.398 5.881 1.048 0.0895
H -1.501 5.068 -0.091 0.0833
H 3.127 1.041 -1.853 0.1174
H 1.575 1.542 -4.010 0.1067
H -1.101 2.110 -4.205 0.0976
H -1.786 0.671 -3.448 0.0515
H -1.998 2.260 -2.659 0.0870
H 1.666 -1.982 0.153 0.0971
H 3.438 -3.270 1.823 0.0985
H 4.678 -2.429 4.127 0.0850
H 5.219 -0.772 3.763 0.0850
H 3.900 -1.035 4.941 0.0871
C -2.772 0.422 0.467 -0.0102
C -2.017 -0.808 0.216 0.0795
N -2.491 -1.785 -0.580 0.0774
C -2.523 -3.174 -0.284 -0.1188
C -2.632 -3.727 0.977 0.0131
C -3.189 -5.013 1.091 -0.0510
C -3.605 -5.729 -0.044 -0.0549
C -3.481 -5.175 -1.321 0.0059
C -2.997 -3.870 -1.423 -0.0992
C -3.233 -2.902 -2.448 -0.1014
C -3.091 -1.626 -1.858 -0.1063
C -3.610 -0.498 -2.464 -0.0137
C -4.036 -0.622 -3.798 -0.0553
C -4.038 -1.872 -4.441 -0.0531
C -3.693 -3.037 -3.757 0.0073
H -2.587 0.680 1.520 0.1006
H -2.444 1.278 -0.135 0.1016
H -3.865 0.295 0.351 0.1104
H -1.288 -1.112 0.962 0.1514
H -2.284 -3.147 1.829 0.1219
H -3.315 -5.462 2.076 0.1115
H -4.042 -6.720 0.069 0.1111
H -3.776 -5.712 -2.220 0.1197
H -3.656 0.443 -1.927 0.1021
H -4.354 0.271 -4.333 0.1174
H -4.338 -1.926 -5.488 0.1121
H -3.759 -4.029 -4.198 0.1205
```



Q: Which formula does entry 1 have?
A: C34H31P2ReS2Se



Q: Among the records above, which one has the lowest maximum force?
A: C34H31P2ReS2Se



Q: Among the records above, which one has the highest maximum force?
A: C34H32BNO4